No. 1
# C15H15N2OS

2 unconnected molecules or ions with the total composition C15H15N2OS at a distorted geometry (ωB97M-V/def2-TZVPD, the Open Molecules 2025 dataset).

Element x y z (Å)
C  3.315  -2.133  -1.313
C  2.027  -2.023  -0.491
C  1.283  -0.734  -0.794
O  0.211  -0.709  -1.380
C  2.066  0.528  -0.476
C  3.343  0.604  -1.319
S  4.479  -0.777  -1.093
H  3.879  -3.025  -1.005
H  3.082  -2.218  -2.384
H  1.375  -2.867  -0.743
H  2.243  -2.056  0.589
H  1.434  1.393  -0.703
H  2.301  0.534  0.599
H  3.099  0.674  -2.389
H  3.933  1.487  -1.035
C  -1.449  -2.255  0.729
C  -0.980  -0.906  1.135
C  0.089  -0.834  2.042
N  1.025  -0.804  2.760
C  -1.712  0.289  0.863
C  -2.718  0.344  -0.146
C  -3.387  1.525  -0.426
C  -3.097  2.695  0.293
C  -3.770  3.927  -0.016
N  -4.310  4.936  -0.271
C  -2.108  2.668  1.287
C  -1.416  1.497  1.560
H  -2.228  -2.221  -0.033
H  -0.590  -2.819  0.343
H  -1.828  -2.818  1.599
H  -2.929  -0.544  -0.744
H  -4.148  1.555  -1.209
H  -1.884  3.578  1.847
H  -0.631  1.507  2.322

Spin multiplicity: 1
LUMO energy in eV: 2.606
Energy relative to the best compared isomer or geometry (same formula, charge and spin) in eV: 0.000
Net charge: -1


No. 2
# C15H15N3

3 unconnected molecules or ions with the total composition C15H15N3 at a distorted geometry (ωB97M-V/def2-TZVPD, the Open Molecules 2025 dataset).

Element x y z (Å)
N  3.306  -1.981  0.931
C  2.512  -1.424  0.006
C  2.924  -0.306  -0.698
C  4.056  0.393  -0.285
C  4.800  -0.151  0.743
C  4.413  -1.357  1.320
H  1.597  -1.972  -0.162
H  2.310  0.122  -1.479
H  4.399  1.268  -0.817
H  5.708  0.368  1.029
H  5.004  -1.760  2.130
N  -3.448  0.242  1.283
C  -3.854  1.230  2.114
C  -3.652  1.241  3.478
C  -2.926  0.173  4.039
C  -2.403  -0.790  3.203
C  -2.600  -0.615  1.833
H  -4.467  2.016  1.686
H  -4.132  1.960  4.123
H  -2.772  0.117  5.109
H  -1.882  -1.668  3.558
H  -2.306  -1.383  1.117
N  0.121  -0.863  -2.371
C  -0.681  0.014  -1.720
C  -1.302  1.088  -2.302
C  -1.139  1.282  -3.698
C  -0.276  0.446  -4.375
C  0.293  -0.610  -3.648
H  -0.769  -0.067  -0.643
H  -1.928  1.754  -1.728
H  -1.836  1.949  -4.190
H  -0.003  0.595  -5.409
H  0.932  -1.312  -4.178

Spin multiplicity: 1
LUMO energy in eV: 0.769
SMILES string: c1ccncc1.c1ccncc1.c1ccncc1
Energy relative to the best compared isomer or geometry (same formula, charge and spin) in eV: 2.214


No. 3
# C15H15N3O4

A single C15H15N3O4 molecule at a distorted geometry (ωB97M-V/def2-TZVPD, the Open Molecules 2025 dataset).

Element x y z (Å)
C  -5.969  -3.291  0.544
H  -5.846  -3.922  1.400
O  -5.778  -1.918  0.789
C  -4.347  -1.562  1.088
C  -3.285  -2.326  1.169
C  -1.865  -2.091  1.313
C  -1.486  -0.836  1.613
C  -2.753  0.289  1.500
C  -4.009  -0.137  1.262
H  -4.855  0.473  1.393
H  -2.520  1.171  1.543
C  -0.273  -0.224  1.577
N  0.665  -1.012  1.902
O  1.843  -0.564  1.858
C  1.628  1.040  1.860
C  0.264  1.021  1.943
H  -0.168  1.459  3.057
H  -0.118  1.728  1.183
H  2.053  1.373  2.630
C  2.285  1.386  0.512
O  1.901  2.686  0.128
N  3.231  0.533  -0.177
C  3.699  0.803  -1.382
N  4.596  -0.187  -1.850
O  4.785  0.634  -3.174
C  4.322  1.652  -3.183
C  3.655  2.055  -1.956
H  2.958  2.880  -2.100
C  4.874  2.325  -4.423
H  4.305  3.310  -4.381
H  4.330  1.846  -5.408
H  5.816  2.620  -4.535
H  3.229  -0.287  0.334
H  -1.098  -2.733  1.330
H  -3.391  -3.518  0.860
H  -7.115  -3.282  0.199
H  -5.563  -3.395  -0.418

Spin multiplicity: 1
LUMO energy in eV: -0.001
SMILES string: COc1ccc(C2=NO[C@@H](C(=O)Nc3cc(C)on3)C2)cc1
Energy relative to the best compared isomer or geometry (same formula, charge and spin) in eV: 14.164


No. 4
# C15H15N4PS3Se4W

A molecular structure, C15H15N4PS3Se4W at a distorted geometry (ωB97M-V/def2-TZVPD, the Open Molecules 2025 dataset).

Element x y z (Å)
W  -0.041  0.135  -0.005
S  0.057  0.040  2.351
C  1.234  1.343  2.237
C  1.229  2.339  3.216
C  2.158  3.360  3.179
C  2.095  4.424  4.133
N  2.018  5.317  4.851
C  3.140  3.384  2.164
C  3.157  2.407  1.192
C  2.205  1.386  1.202
S  2.323  0.149  -0.048
C  4.066  4.471  2.077
N  4.767  5.371  1.941
H  0.493  2.303  4.008
H  3.906  2.432  0.412
Se  0.203  0.110  -2.433
Se  -1.856  -0.395  -3.449
Se  -3.313  0.554  -1.954
Se  -2.445  -0.276  0.111
S  -0.849  2.571  0.031
C  -0.259  4.184  -0.024
N  -1.214  5.153  -0.029
C  -0.896  6.463  -0.045
C  0.420  6.829  -0.071
C  1.360  5.796  -0.068
N  1.025  4.509  -0.044
H  -2.184  4.864  -0.006
H  -1.712  7.172  -0.035
H  0.714  7.867  -0.087
H  2.422  6.016  -0.078
C  1.747  -3.091  -0.218
P  0.091  -2.402  0.057
C  -0.922  -3.250  -1.190
C  -0.449  -3.136  1.627
H  1.677  -4.179  -0.224
H  2.427  -2.783  0.575
H  2.142  -2.757  -1.178
H  -0.808  -4.324  -1.034
H  -0.578  -3.005  -2.194
H  -1.974  -2.988  -1.087
H  -0.420  -4.221  1.525
H  -1.468  -2.833  1.869
H  0.215  -2.841  2.438

Spin multiplicity: 1
LUMO energy (spin up / spin down) in eV: -9.196 / -8.767
Energy relative to the best compared isomer or geometry (same formula, charge and spin) in eV: 1.381
Net charge: +2


No. 5
# C15H15N9O4

2 unconnected molecules or ions with the total composition C15H15N9O4 at a distorted geometry (ωB97M-V/def2-TZVPD, the Open Molecules 2025 dataset).

Element x y z (Å)
C  -3.976  -1.228  -0.539
C  -3.321  -0.013  -0.785
C  -1.979  -0.010  -1.178
C  -1.282  -1.213  -1.292
C  0.175  -1.190  -1.687
N  0.995  -0.961  -0.534
C  2.276  -1.108  -0.747
N  3.192  -1.121  0.261
C  4.545  -1.252  -0.212
C  4.393  -1.265  -1.732
N  2.961  -1.235  -1.918
C  -1.928  -2.427  -1.044
C  -3.275  -2.437  -0.664
H  -5.032  -1.227  -0.258
H  -3.854  0.936  -0.690
H  -1.460  0.923  -1.417
H  0.393  -2.162  -2.167
H  0.302  -0.368  -2.417
H  2.879  -1.061  1.226
H  5.160  -0.411  0.113
H  5.019  -2.178  0.126
H  4.867  -0.386  -2.175
H  4.847  -2.155  -2.173
H  2.504  -1.200  -2.821
H  -1.362  -3.355  -1.162
H  -3.777  -3.390  -0.477
O  -3.909  1.341  3.109
N  -3.331  2.115  2.333
O  -3.914  3.080  1.780
C  -1.922  1.944  2.012
C  -1.296  2.865  1.188
C  0.030  2.654  0.762
N  0.717  3.565  -0.119
O  0.212  4.668  -0.414
O  1.832  3.174  -0.544
C  0.714  1.508  1.144
N  0.090  0.654  2.002
N  0.622  -0.493  2.512
N  -0.324  -1.042  3.226
N  -1.467  -0.308  3.218
C  -1.209  0.779  2.463
H  -1.829  3.741  0.837
H  1.723  1.250  0.855

Spin multiplicity: 1
LUMO energy in eV: -1.844
SMILES string: O=[N+]([O-])c1cc([N+](=O)[O-])c2nnnn2c1.c1ccc(CN=C2NCCN2)cc1
Energy relative to the best compared isomer or geometry (same formula, charge and spin) in eV: 0.000


No. 6
# C15H16AuF5N2O2S

A molecular structure, C15H16AuF5N2O2S at a distorted geometry (ωB97M-V/def2-TZVPD, the Open Molecules 2025 dataset).

Element x y z (Å)
Au  0.362  0.595  -0.246
F  0.795  -5.499  -3.643
C  1.082  -4.442  -2.996
C  0.066  -3.778  -2.269
F  -1.142  -4.269  -2.257
C  0.363  -2.631  -1.595
F  -0.583  -2.028  -0.931
C  1.693  -2.099  -1.583
S  2.191  -0.762  -0.698
C  2.699  -2.813  -2.323
F  3.910  -2.353  -2.346
C  2.400  -3.955  -3.020
F  3.319  -4.585  -3.696
N  -0.840  2.180  -0.628
C  -1.240  3.179  -1.068
N  -1.697  4.303  -1.496
C  -2.463  5.195  -0.607
C  -3.931  5.152  -1.052
O  -4.036  5.486  -2.414
C  -3.343  4.612  -3.269
C  -1.845  4.595  -2.929
H  -2.082  6.209  -0.726
H  -2.360  4.881  0.430
H  -4.506  5.890  -0.497
H  -4.336  4.149  -0.855
H  -3.484  4.983  -4.282
H  -3.737  3.589  -3.199
H  -1.425  5.584  -3.118
H  -1.321  3.855  -3.529
C  -0.770  -0.029  4.300
C  0.751  -0.112  4.480
C  1.258  0.270  3.099
O  0.272  -0.216  2.170
C  -0.962  -0.502  2.865
H  -1.120  0.996  4.423
H  -1.309  -0.660  5.002
H  1.055  -1.129  4.732
H  1.124  0.562  5.247
H  2.226  -0.162  2.833
H  1.338  1.360  3.007
H  -1.130  -1.583  2.823
H  -1.791  -0.023  2.342

Spin multiplicity: 1
LUMO energy (spin up / spin down) in eV: -11.196 / -11.197
Energy relative to the best compared isomer or geometry (same formula, charge and spin) in eV: 0.292
Net charge: +2